Record 1
{"formula": "C23H56N12SeV", "method": "ωB97M-V/def2-TZVPD", "homo_ev": [-8.1, -8.8], "total_charge": 1, "multiplicity": 3, "gap_ev": [6.443, 7.164], "symbols": ["Se", "V", "N", "N", "N", "N", "N", "N", "N", "N", "N", "N", "N", "N", "C", "C", "C", "C", "C", "C", "C", "C", "C", "C", "C", "C", "C", "C", "C", "C", "C", "C", "C", "C", "C", "C", "C", "H", "H", "H", "H", "H", "H", "H", "H", "H", "H", "H", "H", "H", "H", "H", "H", "H", "H", "H", "H", "H", "H", "H", "H", "H", "H", "H", "H", "H", "H", "H", "H", "H", "H", "H", "H", "H", "H", "H", "H", "H", "H", "H", "H", "H", "H", "H", "H", "H", "H", "H", "H", "H", "H", "H", "H"], "coordinates": [[-1.1715, -1.5415, -2.5396], [-0.2139, -0.3152, -0.8613], [2.0019, -3.1602, 3.0634], [2.7367, 0.9076, -3.7047], [1.6474, -0.9725, 2.4913], [-1.1847, -1.1157, 0.9623], [1.2739, -1.7247, 4.7349], [0.5721, 1.5337, 0.8631], [1.5182, 0.5807, -1.7173], [0.9113, -2.0328, -0.2123], [2.6598, -1.1895, -2.6925], [-4.0485, 1.4608, -1.1449], [-1.7112, 1.3666, -0.9437], [-2.7259, 1.4634, -3.0425], [0.7785, 1.3804, 2.3254], [3.5940, -1.6308, -1.6727], [-2.7950, 1.4075, -1.6983], [0.0198, -3.1355, 0.1812], [-5.1581, 2.1644, -1.7554], [2.2761, 0.1359, -2.6929], [2.9855, -3.4018, 2.0278], [2.6050, -1.9806, -3.9065], [-3.6513, 0.7266, -3.8923], [2.0944, -2.2185, 5.8222], [2.0507, 2.0882, -4.1926], [1.6488, -1.8840, 3.4126], [3.9137, 0.5395, -4.4750], [-1.1679, -2.5966, 0.9897], [-4.3688, 0.5810, -0.0387], [0.2034, -0.8299, 5.1125], [1.8078, 1.9937, 0.2087], [-0.4791, 2.5806, 0.7215], [1.6656, 1.9694, -1.3024], [-1.4899, 1.8228, -3.6937], [1.4874, -4.3430, 3.7198], [-1.8262, 2.0021, 0.3599], [1.8470, 0.4179, 2.8325], [-0.9627, 2.5531, -3.0831], [-3.0965, -0.0611, -4.4046], [2.0768, 3.0028, 0.5560], [0.5603, 0.1053, 5.5573], [-5.3227, 0.0865, -0.2358], [-5.6762, 2.7458, -0.9904], [-2.5664, 2.8108, 0.3516], [-2.1090, -0.7772, 1.2111], [1.9181, -1.5170, -4.6106], [-0.1794, 3.2933, -0.0474], [-0.5534, 3.1492, 1.6552], [1.4549, -2.3114, -1.0169], [-1.1341, -2.9421, 2.0278], [-1.7225, 2.2681, -4.6632], [-4.4449, 1.1076, 0.9179], [-4.4158, 0.2461, -3.2918], [-0.3914, -0.5938, 4.2363], [1.1680, -5.0605, 2.9605], [-0.4452, -1.3222, 5.8413], [2.5418, -3.9061, 1.1640], [-4.1223, 1.3946, -4.6162], [0.5555, -3.8919, 0.7617], [-4.7838, 2.8455, -2.5155], [1.8391, 1.9627, -5.2565], [2.5728, -1.3890, 6.3515], [3.5862, -2.1110, -4.3747], [1.1169, 2.2178, -3.6654], [0.7909, 2.5510, -1.6042], [1.0077, 2.3739, 2.7399], [2.1951, -2.9635, -3.6676], [-3.6100, -0.1981, 0.0165], [3.4534, -1.0442, -0.7665], [3.4288, -2.6835, -1.4308], [2.6661, 2.9811, -4.0631], [4.5346, 1.4268, -4.6073], [3.6445, 0.1536, -5.4607], [1.4967, -2.7855, 6.5403], [-2.1004, -2.9390, 0.5408], [-0.5484, -0.7823, 1.6862], [-0.3463, -3.5796, -0.7432], [-2.1503, 1.3149, 1.1553], [3.7842, -4.0395, 2.4171], [2.8185, 0.7276, 2.4360], [-5.8812, 1.4864, -2.2169], [2.2427, -4.8320, 4.3411], [-0.8699, 0.9310, -3.8296], [2.6169, 1.3179, 0.4869], [2.5425, 2.4447, -1.7530], [-0.1894, 1.1035, 2.7513], [1.9194, 0.5888, 3.9144], [2.8728, -2.8695, 5.4386], [4.4945, -0.2075, -3.9433], [1.5272, -1.7671, 0.5619], [3.4041, -2.4549, 1.6997], [0.6318, -4.0882, 4.3396], [4.6342, -1.5326, -2.0075]], "forces_ev_per_a": [[-0.0367, -0.1988, -0.1444], [-0.4803, 0.2614, 0.2394], [0.2079, -0.0001, 0.0468], [-0.0108, -0.1345, -0.0145], [-0.0504, -0.0424, -0.1297], [0.1377, 0.1169, 0.0503], [0.0213, 0.1108, -0.1663], [-0.0074, 0.1005, 0.0360], [0.3253, 0.0690, 0.0415], [0.1330, -0.1389, 0.1165], [-0.0383, 0.0027, 0.0351], [0.0851, -0.1562, -0.0421], [-0.0271, -0.0984, -0.0894], [-0.0452, 0.0355, 0.0789], [-0.0182, -0.0667, 0.0052], [-0.0321, -0.0430, 0.0022], [0.0437, -0.0488, 0.0285], [0.0223, 0.0540, -0.0207], [-0.0092, 0.0678, -0.0139], [-0.0731, 0.0443, 0.0316], [-0.0167, -0.0647, -0.0120], [-0.0493, -0.1221, -0.0103], [-0.0144, -0.0249, 0.0269], [-0.0234, -0.0937, 0.0496], [-0.0496, -0.0087, -0.0766], [-0.1425, 0.0364, -0.0287], [0.0814, 0.0875, 0.0512], [-0.1718, 0.0720, 0.0386], [-0.0717, -0.0405, -0.0234], [0.0590, 0.0412, 0.0290], [-0.0060, 0.0526, 0.1168], [0.0572, 0.0496, 0.0818], [0.0201, 0.1180, -0.0003], [0.1245, 0.0146, -0.0379], [-0.0346, -0.0086, -0.0106], [0.0216, 0.0352, 0.0424], [-0.0097, 0.0910, 0.1217], [0.0080, 0.0118, 0.0114], [-0.0199, 0.0245, -0.0240], [-0.0069, -0.0126, -0.0171], [-0.0054, -0.0132, 0.0050], [-0.0062, 0.0383, 0.0056], [-0.0131, 0.0136, -0.0013], [0.0224, -0.0324, -0.0246], [0.0838, -0.0568, -0.0909], [0.0029, 0.0077, -0.0120], [-0.0812, -0.0616, -0.0114], [-0.0141, 0.0125, -0.0445], [-0.0616, -0.0100, -0.0904], [0.0078, -0.0483, -0.0661], [0.0038, -0.0119, 0.0121], [-0.0091, -0.0054, -0.0107], [0.0042, -0.0342, -0.0004], [-0.0839, 0.0478, -0.0786], [-0.0328, -0.0233, 0.0079], [0.0270, -0.0127, 0.0160], [0.0772, -0.0121, 0.0207], [0.0033, -0.0068, -0.0265], [-0.0820, 0.0063, -0.0349], [-0.0172, 0.0068, 0.0085], [-0.0027, 0.0207, -0.0108], [-0.0141, 0.0068, 0.0123], [-0.0313, -0.0465, -0.0098], [-0.0889, -0.0026, -0.0574], [0.0318, 0.0466, 0.0210], [0.0962, -0.0688, 0.0225], [0.0116, -0.0044, 0.0028], [-0.0225, 0.0227, 0.0069], [0.0307, 0.0371, -0.0003], [0.0131, -0.0135, -0.0284], [-0.0084, 0.0062, -0.0098], [-0.0029, -0.0009, -0.0169], [0.0103, 0.0090, 0.0053], [-0.0190, 0.0084, 0.0046], [0.0554, -0.0187, 0.0206], [0.0763, -0.0229, -0.0092], [0.0108, -0.0008, 0.0722], [0.0793, 0.0209, -0.0017], [-0.0011, 0.0016, -0.0046], [0.0223, 0.0082, -0.0119], [-0.0074, -0.0054, 0.0105], [0.0158, -0.0116, 0.0222], [0.0520, 0.0516, -0.0340], [0.0137, 0.0155, -0.0500], [0.0005, -0.0742, 0.1025], [-0.0526, -0.0417, 0.0188], [-0.0309, -0.0070, -0.0621], [0.0674, -0.0106, -0.0331], [0.0276, 0.0608, -0.0342], [-0.1188, 0.0048, -0.0032], [0.0382, 0.0003, 0.0306], [0.0068, 0.0027, 0.0095], [0.0123, 0.0078, 0.0122]]}

Record 2
{"formula": "C23H57ClN3O12S2", "method": "ωB97M-V/def2-TZVPD", "homo_ev": -10.8, "total_charge": 1, "gap_ev": 4.997, "symbols": ["Cl", "S", "S", "O", "O", "O", "O", "O", "O", "O", "O", "O", "O", "O", "O", "N", "N", "N", "C", "C", "C", "C", "C", "C", "C", "C", "C", "C", "C", "C", "C", "C", "C", "C", "C", "C", "C", "C", "C", "C", "C", "H", "H", "H", "H", "H", "H", "H", "H", "H", "H", "H", "H", "H", "H", "H", "H", "H", "H", "H", "H", "H", "H", "H", "H", "H", "H", "H", "H", "H", "H", "H", "H", "H", "H", "H", "H", "H", "H", "H", "H", "H", "H", "H", "H", "H", "H", "H", "H", "H", "H", "H", "H", "H", "H", "H", "H", "H"], "coordinates": [[-1.4224, 1.1852, 3.0705], [-1.5070, -1.6877, -1.5547], [6.5139, -2.3184, -0.0824], [-1.5078, 5.8173, -2.2683], [-5.1312, 1.5489, -4.0263], [0.4372, -3.8676, -1.3388], [9.0606, -2.5364, -2.0241], [0.0299, -4.3440, 0.8097], [-1.2006, 0.2530, -3.9694], [-3.3362, -2.1026, -4.9060], [-3.4389, 3.7854, 4.7551], [4.5251, -1.8236, 2.3963], [3.5169, -3.6193, 1.6170], [-0.0500, 3.7463, 5.1440], [3.8550, -3.7551, 4.7286], [-2.7511, -0.4598, 0.6128], [-1.8992, 1.5835, 1.4412], [-4.1534, 1.1035, 1.7327], [-2.2905, -0.2355, -0.7737], [1.1601, 2.5370, -0.6334], [-1.3236, 0.9659, -0.9059], [-2.0408, 2.1874, -1.4713], [9.6118, -2.6774, -3.3319], [-0.7812, 1.2585, 0.5116], [-3.9000, 3.7710, 6.1052], [1.6055, -2.0173, 1.3356], [-2.9721, 0.7403, 1.2567], [2.0964, -3.3924, 1.7793], [-2.2030, 2.1713, -3.0068], [1.4114, -4.5705, 1.0690], [4.7155, -2.0973, 0.1058], [0.2677, 2.3780, 0.6005], [-0.9948, 1.6682, -3.7753], [-0.2312, -3.8122, -0.3803], [-3.1181, -3.4887, -4.6533], [-2.8039, 6.1543, -2.7631], [-6.1723, 0.5708, -4.0730], [0.7474, 3.4151, 6.2840], [-1.5816, -3.1055, -0.4338], [4.8216, -4.7474, 4.3998], [4.2579, -2.4937, 1.4926], [-2.3069, -3.8355, -0.7910], [-0.9162, 2.1500, -4.7492], [-3.5240, 6.1668, -1.9410], [-4.9478, 4.0592, 6.1091], [1.5645, 2.7504, 5.9962], [-3.1813, -0.0182, -1.3621], [2.0506, 3.1289, -0.4519], [8.8495, -2.3953, -4.0538], [2.0091, -4.8455, 0.2018], [4.1686, -2.6498, -0.6573], [-3.8693, -4.0578, -5.1950], [1.8662, -1.2166, 2.0208], [1.4628, -5.4207, 1.7432], [-2.1249, -3.7849, -4.9999], [-1.6023, 3.1396, -1.1809], [4.7986, -4.9633, 3.3293], [-3.2143, -3.6958, -3.5829], [-5.8423, -0.3077, -4.6309], [-3.8027, 2.7692, 6.5325], [-3.0612, 2.1907, -1.0575], [-0.4147, 2.9292, 4.7939], [1.4836, 1.5451, -0.9655], [-0.0564, 1.7839, -3.2294], [9.9074, -3.7136, -3.5102], [10.4782, -2.0234, -3.4522], [-2.3506, 3.2084, -3.3115], [-4.5843, 1.9361, 1.3438], [-2.6661, -1.6032, -4.4225], [0.8812, 2.3028, 1.4960], [4.5798, -5.6531, 4.9513], [-7.0657, 0.9896, -4.5404], [0.1355, 2.9365, 7.0518], [-0.3909, -0.1361, -4.3257], [1.9037, -3.4861, 2.8508], [6.7257, -1.9423, -1.3601], [-4.9326, 1.7991, -4.9353], [-3.3307, 4.4819, 6.7071], [4.0807, -2.9579, 4.2338], [-6.4081, 0.2777, -3.0527], [0.5122, -2.0675, 1.3227], [1.1618, 4.3362, 6.6828], [-2.0518, -0.9564, 1.1755], [-3.1040, 5.4035, -3.4900], [5.8224, -4.4128, 4.6839], [9.7436, -2.7888, -1.3940], [4.4402, -1.0545, -0.0428], [1.8890, -1.7875, 0.3076], [-0.4665, 0.6332, -1.4810], [-2.5091, 3.5351, 4.7721], [-3.0874, 1.6370, -3.3566], [0.5997, 2.9533, -1.4641], [-1.2667, 6.4945, -1.6274], [-0.2872, 3.3131, 0.7216], [-1.8771, -2.8711, 0.5916], [-0.3018, 0.3328, 0.8607], [-2.7778, 7.1330, -3.2460], [-4.6150, 0.6400, 2.5043]], "forces_ev_per_a": [[-0.1455, 0.5153, 0.2421], [0.4314, -0.3070, -0.0705], [0.2787, -0.1478, 0.2941], [-0.0490, -0.1672, 0.0384], [-0.1227, -0.0185, 0.0379], [2.0902, -0.2373, -1.9752], [0.0064, 0.0242, -0.0537], [0.2859, 0.2331, 0.4699], [0.1985, -0.1155, 0.0553], [-0.0360, -0.0921, 0.0571], [-0.0981, -0.2723, -0.1169], [0.8365, 2.2648, 3.7602], [-0.6477, -0.3339, -0.8240], [-0.1591, 0.0619, -0.0162], [-0.1319, -0.0291, 0.0193], [-0.4145, -0.6839, 1.1464], [0.0291, -0.6194, -0.9099], [-0.5047, 0.4955, -0.1842], [-0.1806, -0.0186, -0.8408], [-0.2188, -1.0239, -0.0539], [-0.3037, 0.4745, 1.3825], [-0.6986, -0.2918, -0.7150], [0.1272, -0.0535, 0.2660], [1.3820, -0.0307, -0.2208], [0.2580, -0.0196, -0.0868], [-0.4858, -0.3621, -0.3945], [0.4271, -0.2489, 0.1032], [-0.3367, 0.1962, 0.7594], [0.4386, 0.6501, -0.1250], [1.0773, -0.7149, 0.5212], [-0.3513, -0.2290, -1.1691], [-0.3033, 0.9909, -0.2565], [-0.2529, -0.8469, -0.0215], [-2.2078, 0.7805, 0.6223], [0.1480, 0.4504, 0.0773], [0.1911, 0.1879, 0.2715], [0.1144, 0.0540, -0.2942], [-0.1364, -0.1885, -0.1185], [-0.3720, -0.3935, 0.9830], [-0.0261, 0.2890, -0.0424], [-0.1033, -1.2358, -3.0633], [-0.1023, 0.0296, -0.1059], [0.0383, 0.1365, 0.0102], [-0.1466, 0.0298, -0.1321], [0.0089, 0.0077, -0.0638], [0.0521, 0.0201, 0.1118], [-0.0901, -0.0998, 0.0208], [-0.0711, 0.1466, 0.1444], [-0.0370, 0.0100, 0.0527], [-0.4297, 0.1950, -0.3571], [0.1358, -0.2901, 0.0770], [-0.0225, 0.0609, -0.0211], [0.3247, -0.0033, -0.0097], [-0.1529, -0.0928, 0.0174], [-0.0316, -0.1715, 0.0521], [0.2736, -0.1015, 0.1308], [0.0936, -0.1069, 0.0118], [0.0273, -0.1720, -0.0243], [-0.0719, -0.0674, 0.0607], [-0.0771, 0.0425, 0.1216], [0.0524, 0.1891, 0.0578], [0.1995, -0.0124, -0.0167], [0.2706, 0.0616, 0.0012], [0.0350, 0.3891, -0.0400], [0.0157, 0.0257, -0.1356], [-0.0005, -0.0221, -0.1379], [-0.1439, 0.0573, 0.0651], [0.5128, 0.5879, 0.9902], [-0.0924, 0.0731, -0.0780], [-0.0464, -0.3429, 0.1104], [-0.0383, 0.0384, 0.0356], [-0.0730, -0.0869, 0.0601], [0.1023, 0.0141, 0.0877], [-0.1540, 0.0714, 0.0036], [-0.0113, 0.0517, 0.0171], [-0.4564, -0.0517, 0.2191], [0.0023, -0.0146, 0.0900], [-0.0794, -0.0195, 0.0932], [0.0439, -0.0311, -0.0180], [0.0408, 0.0568, 0.0260], [0.0311, 0.0389, 0.1401], [-0.0451, 0.0402, -0.0668], [0.3521, 0.0659, -0.4483], [0.0731, -0.0153, 0.0013], [0.0483, -0.1313, -0.0232], [-0.1222, 0.0399, 0.0005], [0.1312, 0.1658, 0.2837], [0.1979, 0.1312, 0.0084], [0.0158, 0.2469, -0.1928], [-0.0054, 0.3232, 0.0329], [0.1298, -0.1366, 0.2093], [0.0450, 0.2607, -0.0459], [0.0810, -0.0792, -0.0871], [0.0033, 0.0363, 0.0702], [-0.1288, 0.1890, -0.1599], [-0.1140, -0.0357, 0.0431], [-0.1630, -0.0348, -0.0620], [-0.4654, -0.7002, -0.7853]]}

Per-record largest force on an atom, hartree/bohr: 0.01161, 0.08690